[1]
A cluster of 2 separate species, C4H11BS in total. Source: the OMol25 dataset; level of theory: the ωB97M-V functional and the def2-TZVPD basis.

LUMO = -0.6 eV
orbital gap = 8.6373 eV
charge = 0
E_HOMO = -0.3398 Eh
energy above the lowest of the compared OMol25 structures with the same formula, charge and spin = 2.591 eV

Element x y z (Å)
C: 0.2525 -0.4794 -0.6317
H: 2.7886 -1.4790 0.7471
H: -0.3555 -0.4664 -1.6052
H: 2.0836 0.0514 1.5576
H: 1.8054 0.9946 -0.7697
B: -3.8598 0.7118 0.0500
H: -0.6024 1.3030 0.1924
H: 2.2339 -0.5048 -1.4430
H: -0.4115 -0.1722 1.4681
S: -2.9314 -0.7439 0.1070
H: 0.3527 -1.5292 -0.5800
C: -0.6508 0.1846 0.3363
C: 2.5197 -0.3711 0.6360
H: 3.5324 0.1535 0.5238
H: -4.9999 0.6788 -0.5716
H: -3.4413 1.7161 0.5916
C: 1.6838 -0.0478 -0.6088

Let us look at the Löwdin charges, expressed in e, one per atom:
1. C -0.35
2. H 0.09
3. H 0.13
4. H 0.06
5. H 0.09
6. B -0.62
7. H 0.09
8. H 0.11
9. H 0.11
10. S 0.69
11. H 0.09
12. C -0.15
13. C -0.12
14. H 0.09
15. H 0.00
16. H -0.03
17. C -0.29

=====

[2]
The molecule C5H8O2. Source: the OMol25 dataset; level of theory: the ωB97M-V functional and the def2-TZVPD basis.

LUMO = 0.9 eV
orbital gap = 10.4872 eV
charge = 0
E_HOMO = -0.3505 Eh
energy above the lowest of the compared OMol25 structures with the same formula, charge and spin = 3.057 eV

Element x y z (Å)
H: 0.3542 -0.8580 2.1611
H: -0.6294 -2.3453 0.2551
H: -0.5311 2.6944 -0.3564
C: 0.8430 0.7819 -0.5583
C: -0.4088 1.6045 -0.3701
C: 0.2112 -0.3525 0.2970
H: 1.0638 0.5734 -1.6013
C: -1.0333 0.5386 0.4878
H: -0.5923 -1.5273 -1.3198
C: -0.0381 -1.6835 -0.3890
O: -1.5470 0.8806 -0.7714
H: 1.7198 1.1800 -0.0383
H: 0.9138 -2.1766 -0.6149
O: 0.9422 -0.4724 1.4974
H: -1.2680 1.1621 1.3210

Let us look at the Löwdin charges, expressed in e, one per atom:
1. H 0.11
2. H 0.09
3. H 0.15
4. C -0.04
5. C -0.23
6. C -0.51
7. H 0.11
8. C -0.16
9. H 0.09
10. C -0.01
11. O 0.02
12. H 0.13
13. H 0.09
14. O 0.01
15. H 0.14

=====

- What is the formula in the first record?
  C4H11BS

=====

- The lowest energy above the lowest of the compared OMol25 structures with the same formula, charge and spin belongs to which entry?
  C4H11BS

=====

- Number 2 is which compound?
  C5H8O2

=====

- charge of number 2 (C5H8O2)?
  0